Formula: C58H51P3SiY
Source: the OMol25 dataset
Level of theory: ωB97M-V/def2-TZVPD

Values from the calculation:
calculated total energy	-97756.9708	eV
total charge	+1
energy above the lowest of the compared OMol25 structures with the same formula, charge and spin	0.0	kJ/mol
E_LUMO	-0.0953	hartree

Last column: Mulliken charge in e.
Cartesian coordinates (Å):
Y: -0.893 0.031 0.179  -1.90
C: -1.241 -3.184 -6.229  -0.63
C: -1.436 -4.193 -5.293  -0.80
C: -1.243 -3.943 -3.941  -0.17
C: -0.848 -2.678 -3.517  0.29
C: -0.666 -1.665 -4.459  -0.56
C: -0.855 -1.917 -5.812  -0.60
P: -0.473 -2.254 -1.786  2.36
C: -1.343 -3.481 -0.754  0.56
C: -2.677 -3.796 -1.021  -0.78
C: -3.393 -4.600 -0.148  -0.76
C: -2.795 -5.073 1.016  -0.72
C: -1.477 -4.746 1.298  -0.63
C: -0.750 -3.958 0.413  -0.84
C: 1.290 -2.784 -1.623  -0.44
C: 1.624 -4.101 -1.951  -0.32
C: 2.937 -4.534 -1.895  -0.87
C: 3.937 -3.648 -1.509  -0.87
C: 3.611 -2.343 -1.175  -0.19
C: 2.286 -1.877 -1.227  0.70
Si: 1.777 -0.153 -0.631  2.68
C: 3.018 0.373 0.734  0.93
C: 4.375 0.597 0.448  -0.36
C: 5.288 0.941 1.430  -1.00
C: 4.866 1.092 2.748  -0.94
C: 3.530 0.920 3.056  -0.56
C: 2.610 0.569 2.058  -0.76
P: 0.862 0.371 2.553  2.79
C: 0.830 -1.205 3.476  1.07
C: 1.875 -2.122 3.381  -0.83
C: 1.776 -3.362 4.001  -0.67
C: 0.639 -3.698 4.722  -0.74
C: -0.414 -2.796 4.813  -0.96
C: -0.323 -1.563 4.182  -0.57
C: 0.661 1.728 3.757  0.25
C: 0.242 1.569 5.073  -0.68
C: 0.076 2.684 5.890  -0.73
C: 0.326 3.956 5.401  -0.66
C: 0.755 4.119 4.087  -0.59
C: 0.915 3.011 3.271  -0.85
C: 2.243 1.197 -1.901  0.57
C: 3.314 1.039 -2.785  -0.64
C: 3.865 2.125 -3.461  -0.93
C: 3.363 3.400 -3.246  -0.91
C: 2.260 3.577 -2.417  -0.47
C: 1.679 2.482 -1.782  -0.62
P: 0.042 2.606 -0.970  1.35
C: -1.036 2.043 -2.356  0.44
C: -2.357 1.699 -2.051  -0.51
C: -3.225 1.243 -3.038  -0.95
C: -2.786 1.154 -4.348  -0.55
C: -1.482 1.517 -4.667  -0.72
C: -0.602 1.939 -3.679  -0.47
C: -0.413 4.357 -0.835  0.47
C: -0.629 4.882 0.440  -0.35
C: -1.016 6.208 0.599  -0.61
C: -1.194 7.011 -0.518  -0.65
C: -1.001 6.488 -1.792  -0.77
C: -0.620 5.165 -1.952  -0.40
H: -1.393 -3.386 -7.282  0.39
H: -1.742 -5.180 -5.617  0.43
H: -1.416 -4.735 -3.220  0.41
H: -0.366 -0.679 -4.128  0.24
H: -0.707 -1.127 -6.539  0.44
H: -3.157 -3.407 -1.913  0.49
H: -4.426 -4.844 -0.365  0.42
H: -3.357 -5.698 1.699  0.43
H: -1.009 -5.109 2.206  0.47
H: 0.282 -3.717 0.635  0.34
H: 0.849 -4.803 -2.241  0.33
H: 3.181 -5.559 -2.148  0.44
H: 4.970 -3.979 -1.466  0.45
H: 4.402 -1.679 -0.848  0.33
H: 4.728 0.518 -0.575  0.49
H: 6.329 1.101 1.173  0.44
H: 5.572 1.357 3.526  0.45
H: 3.193 1.065 4.077  0.53
H: 2.769 -1.874 2.821  0.27
H: 2.595 -4.067 3.919  0.47
H: 0.571 -4.661 5.213  0.43
H: -1.306 -3.052 5.371  0.47
H: -1.159 -0.876 4.240  0.42
H: 0.067 0.580 5.477  0.46
H: -0.246 2.552 6.916  0.45
H: 0.198 4.820 6.042  0.40
H: 0.975 5.109 3.704  0.48
H: 1.276 3.137 2.256  0.80
H: 3.739 0.050 -2.932  0.49
H: 4.704 1.978 -4.133  0.44
H: 3.810 4.256 -3.738  0.41
H: 1.847 4.571 -2.286  0.56
H: -2.743 1.843 -1.039  0.72
H: -4.243 0.976 -2.783  0.49
H: -3.459 0.803 -5.121  0.41
H: -1.140 1.459 -5.694  0.51
H: 0.418 2.190 -3.941  0.28
H: -0.506 4.251 1.310  0.14
H: -1.189 6.606 1.591  0.45
H: -1.497 8.044 -0.400  0.41
H: -1.155 7.112 -2.663  0.43
H: -0.498 4.759 -2.950  0.42
C: -4.711 -0.990 2.735  -1.79
C: -3.390 -0.380 2.269  1.97
C: -3.460 1.149 2.286  -1.16
C: -2.959 -0.870 0.876  -0.50
H: -5.007 -0.624 3.725  0.45
H: -4.634 -2.079 2.782  0.36
H: -5.508 -0.740 2.027  0.35
H: -2.629 -0.683 2.993  -0.82
H: -4.178 1.501 1.538  0.31
H: -2.483 1.609 2.060  0.06
H: -3.771 1.542 3.258  0.43
H: -3.766 -0.600 0.170  0.31
H: -2.950 -1.966 0.872  -0.26

Formula: C10H12NO
Source: the OMol25 dataset
Level of theory: ωB97M-V/def2-TZVPD

Values from the calculation:
calculated total energy	-14091.9412	eV
total charge	+1
energy above the lowest of the compared OMol25 structures with the same formula, charge and spin	304.3	kJ/mol
E_LUMO (spin up / spin down)	-0.1994 / -0.1994	hartree

Last column: Mulliken charge in e.
Cartesian coordinates (Å):
C: 2.726 1.263 -0.647  -0.15
C: -1.771 -0.161 -3.216  -0.14
C: -1.100 -1.254 -2.647  -0.58
C: -1.861 1.094 -2.609  -1.11
C: -0.562 -1.152 -1.374  -0.05
C: -1.439 1.100 -1.290  -0.22
C: -0.779 0.074 -0.668  1.04
C: 0.771 0.120 3.047  -1.07
C: -0.393 0.450 0.638  -0.70
C: 0.185 -0.490 1.674  0.39
N: 1.749 0.701 -0.731  -0.24
O: 0.855 -1.588 1.302  -0.41
H: 3.629 1.808 -0.575  0.40
H: -2.119 -0.225 -4.221  0.40
H: -1.015 -2.306 -3.186  0.28
H: -2.320 1.829 -3.154  0.48
H: -0.100 -1.967 -0.806  0.41
H: -1.601 1.935 -0.666  0.39
H: -0.016 0.837 3.461  0.32
H: 1.750 0.643 2.806  0.28
H: 1.006 -0.745 3.879  0.40
H: -0.625 1.470 1.033  0.37
H: -0.915 -0.739 1.936  0.14
H: 0.920 -2.050 2.132  0.38

Formula: C6H7FO
Source: the OMol25 dataset
Level of theory: ωB97M-V/def2-TZVPD

Values from the calculation:
calculated total energy	-11096.4802	eV
energy above the lowest of the compared OMol25 structures with the same formula, charge and spin	342.6	kJ/mol
SMILES	O[C@H]1C=CC=C[C@H]1F
E_LUMO	0.0080	hartree

Last column: Mulliken charge in e.
Cartesian coordinates (Å):
O: 1.102 -0.701 1.403  -0.56
C: 1.079 -0.208 0.163  0.38
C: 0.506 -1.092 -0.797  -0.69
C: -0.807 -0.970 -1.338  -0.22
C: -1.671 -0.240 -0.278  -0.35
C: -1.135 0.646 0.525  -0.33
C: 0.308 0.998 0.211  0.20
F: 0.706 1.808 1.337  -0.37
H: 1.547 -0.102 1.990  0.38
H: 2.091 0.092 -0.079  0.26
H: 1.255 -1.317 -1.585  0.22
H: -1.223 -1.300 -2.429  0.29
H: -2.710 -0.731 -0.082  0.27
H: -1.379 1.255 1.533  0.25
H: 0.330 1.862 -0.573  0.26

Formula: C3H5ClN2O2
Source: the OMol25 dataset
Level of theory: ωB97M-V/def2-TZVPD

Values from the calculation:
calculated total energy	-22781.8010	eV
energy above the lowest of the compared OMol25 structures with the same formula, charge and spin	302.8	kJ/mol
E_LUMO (spin up / spin down)	0.0245 / -0.1424	hartree
spin multiplicity	3

Last column: Löwdin spin population.
Cartesian coordinates (Å):
C: -0.203 -0.508 0.641  0.01
C: 0.387 0.673 -0.172  0.00
C: -1.244 -1.195 -0.194  0.02
N: 0.368 -0.870 1.714  0.02
N: -2.499 -0.453 0.015  0.47
O: -2.640 0.544 -0.581  0.67
O: -3.269 -0.905 0.839  0.79
Cl: -1.332 -2.890 0.250  0.01
H: -0.149 1.364 -0.849  0.00
H: 1.150 0.127 -0.793  0.00
H: 0.918 1.413 0.602  0.00
H: -0.990 -1.218 -1.291  0.01
H: 0.153 -1.775 2.115  0.00

Formula: C5H13NO2
Source: the OMol25 dataset
Level of theory: ωB97M-V/def2-TZVPD

Values from the calculation:
calculated total energy	-10980.5953	eV
energy above the lowest of the compared OMol25 structures with the same formula, charge and spin	123.9	kJ/mol
SMILES	[H]/N=C(\C)OC(C)C.O
E_LUMO	0.0355	hartree

Last column: Mulliken charge in e.
Cartesian coordinates (Å):
H: 1.821 -1.738 1.133  0.24
N: 1.019 -1.322 0.674  -0.82
C: 1.085 -0.029 0.627  0.84
C: 2.293 0.787 0.981  -1.23
O: 0.079 0.703 0.186  -0.32
C: -1.140 0.051 -0.237  0.76
C: -1.974 -0.342 0.976  -1.39
C: -1.852 1.041 -1.145  -1.44
H: 2.045 1.847 0.996  0.33
H: 3.056 0.612 0.223  0.29
H: 2.681 0.483 1.952  0.34
H: -0.856 -0.842 -0.802  0.23
H: -1.416 -1.040 1.595  0.38
H: -2.223 0.542 1.562  0.33
H: -2.897 -0.816 0.649  0.38
H: -1.208 1.313 -1.978  0.35
H: -2.108 1.942 -0.591  0.34
H: -2.763 0.594 -1.536  0.41
O: 1.753 -1.073 -1.820  -0.72
H: 1.191 -1.208 -2.586  0.27
H: 1.413 -1.507 -0.859  0.44

Formula: C4H8N2O
Source: the OMol25 dataset
Level of theory: ωB97M-V/def2-TZVPD

Values from the calculation:
calculated total energy	-9305.3064	eV
energy above the lowest of the compared OMol25 structures with the same formula, charge and spin	104.9	kJ/mol
SMILES	Cc1cnc[nH]1.O
E_LUMO	0.0248	hartree

Last column: Mulliken charge in e.
Cartesian coordinates (Å):
C: 0.266 -0.241 -2.251  -1.22
C: 0.473 0.112 -0.842  0.70
C: 1.456 -0.277 0.018  -0.40
N: 1.316 0.305 1.240  -0.61
C: 0.280 1.087 1.127  -0.27
N: -0.245 1.014 -0.118  -0.09
H: 1.139 -0.048 -2.902  0.29
H: -0.538 0.283 -2.759  0.33
H: 0.029 -1.300 -2.422  0.28
H: 2.188 -1.062 -0.153  0.39
H: -0.165 1.730 1.864  0.41
H: -0.908 1.649 -0.540  0.21
O: -2.419 -1.562 0.917  -0.64
H: -1.957 -1.019 1.572  0.31
H: -3.334 -1.228 0.976  0.31